Below is a structure of composition C17H12N8O2PdSe, with properties calculated with ωB97M-V/def2-TZVPD.

Its LUMO energy (alpha / beta) is -0.021 / -0.040 Ha. The molar mass comes out at 545.7 g mol⁻¹. The calculation puts the energy at -3772.961175 Ha. The value obtained for the energy above the lowest of the compared OMol25 structures with the same formula, charge and spin is 12.8 kcal per mole.

Last column: natural (NBO) charge in e.
Atoms and positions in Å:
Pd 0.7491 -0.6031 0.4813  1.030
N 1.1479 -2.4062 -2.7210  -0.761
C -0.0775 -2.6687 -2.2429  0.614
N -0.8539 -3.5166 -2.9125  -0.574
C -2.0620 -3.6992 -2.3767  0.599
N -2.8999 -4.5303 -3.0270  -0.770
N -2.5264 -3.1227 -1.2538  -0.567
C -1.6540 -2.3060 -0.6842  0.454
N -0.4445 -2.0254 -1.1191  -0.595
C -2.0794 -1.6412 0.5937  0.160
C -3.3567 -1.8139 1.0913  -0.202
C -3.7099 -1.1833 2.2737  -0.145
C -2.7763 -0.3994 2.9259  -0.231
C -1.5143 -0.2703 2.3720  0.087
N -1.1826 -0.8819 1.2379  -0.417
H 1.5134 -2.9508 -3.4796  0.410
H 1.7674 -1.8482 -2.1567  0.419
H -2.5732 -5.0229 -3.8366  0.410
H -3.7921 -4.7331 -2.6170  0.407
H -4.0422 -2.4385 0.5382  0.252
H -4.7061 -1.3047 2.6782  0.226
H -3.0123 0.1106 3.8487  0.235
H -0.7406 0.3243 2.8392  0.239
O -0.8087 2.8365 0.9905  -0.553
C 0.2678 2.5992 0.5076  0.658
N 0.7175 1.3628 0.0492  -0.650
C 2.0325 1.4217 -0.2384  0.662
O 2.6509 0.3725 -0.4668  -0.617
C 2.4972 2.8373 -0.1792  -0.161
C 3.7088 3.4307 -0.4518  -0.157
C 3.7985 4.8106 -0.2722  -0.200
C 2.7028 5.5456 0.1765  -0.191
C 1.4860 4.9234 0.4591  -0.198
C 1.4091 3.5632 0.2714  -0.053
H 4.5545 2.8464 -0.7903  0.231
H 4.7326 5.3160 -0.4794  0.219
H 2.7988 6.6147 0.3138  0.219
H 0.6320 5.4821 0.8196  0.233
Se 2.3173 -0.5662 3.3084  -0.177
C 1.8423 -1.8453 2.1755  -0.002
N 1.4862 -2.6195 1.3537  -0.543

Below is the molecule C17H13BF4O in a non-equilibrium geometry, with properties calculated with ωB97M-V/def2-TZVPD.

Its LUMO energy is -0.061 Ha. The molar mass comes out at 320.1 g mol⁻¹. The calculation puts the energy at -1155.210902 Ha.

Last column: natural (NBO) charge in e.
Atoms and positions in Å:
C -0.4114 0.8237 1.0156  -0.001
C -0.5148 0.6183 2.4067  -0.100
C -1.8184 0.9554 2.7409  -0.313
C -2.3937 1.5875 1.6328  0.301
B -3.7015 2.5441 1.4784  1.140
F -3.7828 3.0514 2.8221  -0.552
F -3.5574 3.5829 0.5761  -0.522
F -4.7404 1.6275 1.2225  -0.536
O -1.5406 1.4596 0.5947  -0.388
H 0.5841 1.1030 0.3953  0.308
H 0.1807 0.2181 3.1036  0.246
H -2.2275 0.7996 3.7339  0.261
F 4.3286 -2.1407 -0.7021  -0.330
C 3.3228 -1.9466 0.2190  0.407
C 3.5147 -2.1767 1.5890  -0.277
C 2.4081 -1.9558 2.4229  -0.184
C 1.1700 -1.6312 1.8913  -0.225
C 1.0881 -1.2496 0.5417  -0.047
C -0.0996 -0.5134 -0.0268  -0.177
C -0.1745 -0.1013 -1.4956  -0.088
C -1.2968 -0.3595 -2.2924  -0.118
C -1.3077 -0.0869 -3.6742  -0.216
C -0.1875 0.4830 -4.2897  -0.195
C 0.8543 0.8976 -3.4545  -0.202
C 0.8634 0.6504 -2.0689  -0.219
C 2.1264 -1.5420 -0.3340  -0.271
H 4.5277 -2.4133 1.9185  0.243
H 2.5274 -2.1621 3.4839  0.226
H 0.3220 -1.6190 2.5789  0.223
H -1.0667 -0.9400 0.2708  0.245
H -2.1598 -0.8471 -1.8544  0.214
H -2.1515 -0.4035 -4.3129  0.226
H -0.1302 0.6306 -5.3873  0.229
H 1.7268 1.3525 -3.8836  0.218
H 1.7078 0.9497 -1.4594  0.216
H 2.0099 -1.2463 -1.4028  0.258

Below is a structure of composition C17H13Cl5FNO5SiW in a non-equilibrium geometry, with properties calculated with ωB97M-V/def2-TZVPD.

Its LUMO energy (alpha / beta) is -0.350 / -0.350 Ha. The molar mass comes out at 719.5 g mol⁻¹. The calculation puts the energy at -3843.454827 Ha. The value obtained for the energy above the lowest of the compared OMol25 structures with the same formula, charge and spin is 0.0 kcal per mole. Its net charge is +2.

Last column: natural (NBO) charge in e.
Atoms and positions in Å:
W -0.0371 0.4476 0.8284  2.258
Cl -2.7802 6.6810 -1.4971  0.170
C -2.2293 5.0974 -1.2515  -0.052
C -2.1212 4.6045 0.0590  -0.072
Cl -2.5475 5.5460 1.4123  0.141
C -1.6505 3.3211 0.2263  -0.113
Cl -1.5058 2.5940 1.8051  0.181
C -1.3117 2.5146 -0.8525  0.257
O -0.8965 1.2503 -0.6135  -0.588
C -1.4323 2.9889 -2.1527  -0.087
Cl -1.0021 1.9668 -3.4471  0.130
C -1.8863 4.2932 -2.3503  -0.069
Cl -2.0234 4.8996 -3.9311  0.155
C -2.0079 -0.8135 1.6356  -1.258
Si -0.9326 -2.2692 0.8995  1.799
C -0.0958 -3.1958 2.2374  -1.160
C -1.9182 -3.1917 -0.3380  -1.154
N 0.2853 -1.1908 0.0586  -0.879
C 1.3624 -1.6171 -0.7885  -0.034
C 1.1516 -2.2893 -1.9856  -0.186
C 2.2463 -2.6863 -2.7358  -0.189
C 3.5372 -2.4135 -2.2980  -0.141
C 3.7577 -1.7412 -1.1025  -0.256
C 2.6627 -1.3590 -0.3693  0.438
F 2.8200 -0.6969 0.8040  -0.337
H -2.8197 -1.4877 1.9520  0.373
H -2.5586 -0.1469 0.9605  0.304
H -1.7767 -0.3315 2.5908  0.316
H -0.8386 -3.6811 2.8759  0.289
H 0.5282 -2.5584 2.8630  0.275
H 0.5285 -3.9840 1.8087  0.289
H -2.7170 -3.7319 0.1782  0.289
H -1.2905 -3.9388 -0.8295  0.286
H -2.3699 -2.5521 -1.0967  0.274
H 0.1426 -2.4784 -2.3297  0.236
H 2.0902 -3.2086 -3.6691  0.252
H 4.3840 -2.7221 -2.8957  0.253
H 4.7533 -1.5187 -0.7428  0.263
O 1.9627 1.3833 4.1410  -0.354
C 1.5562 1.2796 3.0521  0.670
O 0.5429 0.4396 2.6354  -0.711
C 2.1157 2.0391 1.8144  0.671
O 3.0208 2.7611 1.7566  -0.326
O 1.3011 1.6970 0.6820  -0.605

Below is the molecule C17H13NO6S, with properties calculated with ωB97M-V/def2-TZVPD.

Its LUMO energy is -0.039 Ha. Its SMILES is COC(=O)CNC(=O)c1ccc2c(c1)S(=O)(=O)c1ccccc1C2=O. The molar mass comes out at 359.4 g mol⁻¹. The calculation puts the energy at -1560.027444 Ha.

Last column: natural (NBO) charge in e.
Atoms and positions in Å:
C -7.2313 -1.2165 -1.1444  -0.263
H -6.9423 -2.2538 -1.3230  0.196
H -7.0798 -0.6451 -2.0618  0.196
H -8.2672 -1.1563 -0.8225  0.200
O -6.4553 -0.6631 -0.0855  -0.496
C -5.1376 -0.6670 -0.2568  0.787
O -4.5713 -1.1033 -1.2238  -0.600
C -4.4195 -0.0704 0.9416  -0.334
N -3.0066 0.0143 0.6779  -0.604
C -2.3331 1.1765 0.8548  0.665
O -2.8317 2.1568 1.3699  -0.608
C -0.9081 1.1573 0.3984  -0.125
C -0.1360 -0.0011 0.3809  -0.128
C 1.1829 0.0618 -0.0162  -0.321
C 1.7694 1.2571 -0.4145  -0.056
C 0.9873 2.4151 -0.3988  -0.163
C -0.3296 2.3648 0.0105  -0.157
H -0.9360 3.2576 0.0412  0.244
H 1.4408 3.3451 -0.7076  0.241
C 3.1912 1.3796 -0.8302  0.532
O 3.5640 2.3138 -1.5086  -0.506
C 4.1573 0.3790 -0.3079  -0.172
C 3.8022 -0.8994 0.1063  -0.206
C 4.7404 -1.7799 0.6054  -0.213
C 6.0663 -1.3876 0.7066  -0.176
C 6.4428 -0.1197 0.2884  -0.196
C 5.4994 0.7559 -0.2156  -0.141
H 5.7760 1.7460 -0.5459  0.241
H 7.4761 0.1856 0.3548  0.223
H 6.8022 -2.0703 1.1027  0.225
H 4.4121 -2.7607 0.9117  0.243
S 2.1192 -1.4608 -0.1186  2.167
O 1.9916 -1.9699 -1.4569  -0.916
O 1.7427 -2.3283 0.9633  -0.927
H -0.5205 -0.9574 0.7004  0.237
H -2.6414 -0.6918 0.0539  0.419
H -4.6204 -0.6994 1.8174  0.226
H -4.7962 0.9356 1.1523  0.265

Below is a structure of composition C17H14BrF3MnN2O5S, with properties calculated with ωB97M-V/def2-TZVPD.

As for the multiplicity: 4. Its LUMO energy (alpha / beta) is -0.300 / -0.360 Ha. The molar mass comes out at 550.2 g mol⁻¹. The calculation puts the energy at -5564.046230 Ha. The value obtained for the energy above the lowest of the compared OMol25 structures with the same formula, charge and spin is 3.0 kcal per mole. Its net charge is +2.

Last column: natural (NBO) charge in e.
Atoms and positions in Å:
Mn 1.7234 -1.0882 1.1699  1.315
O -2.1903 -2.0793 -2.0922  -0.732
C -1.1040 -2.4138 -2.8742  0.373
C -1.2097 -2.7289 -4.2158  -0.295
C -0.0605 -3.0453 -4.9259  -0.139
C 1.1809 -3.0416 -4.3057  -0.216
C 1.2796 -2.7267 -2.9612  -0.153
C 0.1353 -2.4150 -2.2385  -0.186
C 0.1863 -2.1300 -0.7574  0.219
O 1.4921 -2.0300 -0.2887  -0.586
N -0.4354 -0.8042 -0.4931  -0.198
N 0.2408 -0.0362 0.2907  -0.233
C -0.0322 1.2567 0.4556  -0.001
C 0.8839 2.0723 1.1113  -0.112
Br 2.5997 1.2905 1.4848  0.245
C 0.7706 3.4327 1.3796  -0.058
C -0.3989 4.2079 1.4695  -0.030
C -0.2423 5.6206 1.3966  -0.095
C -1.3397 6.4436 1.4266  -0.216
C -2.6106 5.8857 1.5776  -0.036
C -2.7869 4.5014 1.7118  -0.211
C -1.7007 3.6690 1.6641  -0.150
H -3.0152 -2.2541 -2.5606  0.514
H -2.1785 -2.7313 -4.7009  0.234
H -0.1407 -3.2982 -5.9742  0.243
H 2.0693 -3.2938 -4.8667  0.242
H 2.2391 -2.7392 -2.4634  0.237
H -0.3914 -2.8631 -0.1804  0.229
H -1.2931 -0.5280 -0.9777  0.446
H -0.9077 1.6919 -0.0147  0.247
H 1.7052 3.9658 1.5279  0.253
H 0.7507 6.0381 1.2860  0.239
H -1.2228 7.5151 1.3479  0.260
H -3.4747 6.5360 1.6242  0.252
H -3.7756 4.1005 1.8859  0.254
H -1.8275 2.6121 1.8554  0.221
F 3.0750 -4.9741 3.0340  -0.266
C 1.9573 -4.4840 2.5559  0.772
F 0.9109 -5.1251 3.0321  -0.273
F 1.9568 -4.5178 1.2344  -0.290
S 1.8273 -2.7152 3.1101  2.257
O 0.6472 -2.1341 2.3400  -0.883
O 1.7798 -2.6753 4.5125  -0.797
O 2.9272 -1.9674 2.4070  -0.894

Below is the molecule C17H14BrN3O2S in a non-equilibrium geometry, with properties calculated with ωB97M-V/def2-TZVPD.

Its LUMO energy is -0.030 Ha. Its SMILES is O=C1CCCC2=Nc3[nH]c(=S)[nH]c(=O)c3[C@@H](c3ccc(Br)cc3)[C@H]12. The molar mass comes out at 404.3 g mol⁻¹. The calculation puts the energy at -3943.196582 Ha.

Last column: natural (NBO) charge in e.
Atoms and positions in Å:
O -2.7190 -2.1150 -0.9451  -0.570
O 1.1500 -2.5868 1.3122  -0.521
S -5.2510 0.2875 2.4464  -0.169
Br 0.1865 2.0903 -5.9205  0.058
N -0.3707 1.0173 1.7837  -0.492
C -2.6676 -1.3833 -0.0180  0.663
C 1.6432 -1.4590 1.2979  0.609
C -3.8438 -0.1353 1.6919  0.263
C 0.8268 0.7097 1.3303  0.431
C -1.4932 0.3153 1.3335  0.380
C -1.4716 -0.6155 0.3318  -0.207
C -0.3050 1.9063 -3.0429  -0.246
C 0.2538 -0.1317 -4.2213  -0.228
C -0.3387 1.2317 -1.8318  -0.170
C 0.2102 -0.8271 -3.0009  -0.192
C 0.0176 1.2345 -4.2297  -0.087
C -0.1260 -0.1568 -1.7996  -0.011
N -3.8272 -1.1060 0.7010  -0.606
N -2.6934 0.6090 1.9339  -0.573
C 2.7642 -1.0707 2.2930  -0.512
C 2.0213 1.3162 2.0997  -0.468
C 1.0785 -0.4275 0.3761  -0.413
C -0.1806 -0.8749 -0.4274  -0.243
C 3.2416 0.3841 2.1536  -0.397
H -0.4441 2.9957 -3.0596  0.228
H 0.4396 -0.6312 -5.1788  0.233
H -0.6219 1.7986 -0.9520  0.211
H 0.3720 -1.8841 -2.9824  0.223
H -4.6936 -1.2857 0.2357  0.441
H -2.5909 1.0017 2.8477  0.434
H 3.6059 -1.7493 2.1395  0.248
H 2.3814 -1.2683 3.3092  0.241
H 2.3442 2.2808 1.6325  0.243
H 1.6744 1.5050 3.1254  0.240
H 1.8494 -0.1332 -0.2813  0.263
H -0.1332 -1.9247 -0.6352  0.267
H 3.8170 0.4204 1.2109  0.200
H 3.8938 0.6621 2.9405  0.229